A 9-piece molecular cluster, C42H107ClN7O19 overall at a distorted geometry, computed with ωB97M-V/def2-TZVPD.

Output
frontier orbital gap	7.728	eV
2S+1	1
LUMO	0.064	hartree
net charge	-1

Structure (XYZ):
```
176
Properties=species:S:1:pos:R:3:forces:R:3
Cl -1.66671 0.93345 0.24287 -0.543 1.098 1.434
O 4.05356 8.24105 2.72815 1.558 1.316 -0.648
O 2.87578 -4.75667 5.67191 -1.254 -0.199 -0.146
O -4.97650 -5.93104 3.03364 -0.125 -1.497 1.598
O -1.56743 -10.06801 6.38595 1.463 -1.336 1.012
O -0.87772 0.51542 -0.83791 2.152 -2.298 -1.317
O -1.75074 2.32492 0.11452 -0.800 3.574 0.035
O -5.72171 6.69399 -3.27740 -0.194 0.848 1.738
O -1.01855 0.74402 1.57535 -1.287 -1.553 -1.605
O 10.40890 2.97324 -7.95720 1.023 0.802 1.183
O -11.01175 -3.30540 9.25431 0.790 -1.692 -1.197
O -1.09177 6.97061 3.70240 1.362 0.027 0.136
O -3.70417 -3.67939 -2.05066 -0.087 -0.104 -0.254
O -3.00652 0.39581 0.03410 0.489 -0.839 1.460
O 4.95879 -4.16731 1.43947 0.994 0.602 1.383
O -7.37106 0.56162 5.02605 0.170 1.206 0.131
O 0.59864 5.51035 -3.80527 0.828 1.060 1.168
O 5.23018 -2.09861 -11.67837 0.049 1.133 0.165
O 6.06485 2.50738 -2.92104 -0.373 -1.391 0.040
O 0.86278 -0.63264 -7.99206 -0.229 1.682 0.291
N 3.96804 -1.56418 -8.99796 1.665 -0.037 -0.035
N 7.72900 2.27775 -5.41116 -0.140 0.590 0.575
N 1.53010 7.25144 4.41707 0.269 -0.048 -0.020
N 1.88074 -4.27021 2.13426 0.762 0.034 1.210
N -2.97855 6.64416 -4.16915 -0.625 -1.672 0.410
N -8.98234 -1.08861 7.21641 -0.257 -0.548 0.759
N -3.81876 -8.72928 3.97250 -3.380 -1.295 0.088
C -9.78516 -3.07045 8.51032 -0.014 1.532 0.483
C -1.62935 6.80783 -3.64287 0.738 -0.084 0.165
C 2.69780 -4.12259 3.34655 0.896 0.846 1.128
C 1.96684 -5.47423 6.50855 1.598 -0.210 0.020
C 2.59502 -3.77560 0.98676 -0.234 -0.014 -0.200
C 6.09757 -4.97810 1.33131 0.377 0.026 -1.148
C -2.56937 -8.87150 4.62559 0.948 3.131 0.661
C -4.92460 -7.95896 4.60121 0.207 -0.234 -1.659
C 5.26335 8.29960 1.92060 -1.502 1.145 -0.424
C 4.97374 1.58179 -2.74802 -0.769 0.523 -0.670
C -1.10383 7.00086 2.27448 -0.671 -0.325 0.171
C 2.88260 -1.90922 -8.09277 0.889 0.293 -1.851
C -10.08313 -2.05069 7.39502 0.138 -0.515 0.665
C -2.04642 -11.42837 6.27311 0.635 0.465 -0.123
C -5.74080 6.69616 -1.81442 -0.120 2.009 -1.546
C 2.11323 -0.83514 -7.34759 -0.986 -1.495 0.980
C 1.14832 5.89270 4.36958 -1.571 0.860 -1.603
C -3.64136 5.42862 -3.61983 0.519 -0.245 -1.024
C -2.51496 -9.05473 6.16969 -1.153 -1.671 -0.817
C 2.81646 -5.24953 4.35062 -1.054 -1.376 -0.328
C 3.80367 -0.69105 -10.14698 -0.221 0.324 1.061
C 3.86406 -4.53941 0.69099 -0.617 -0.511 -2.436
C -5.12869 5.54356 -3.78876 -1.539 -0.587 -0.057
C -8.29342 1.08492 5.95677 -0.899 -2.200 1.963
C -9.36121 -0.03452 6.36265 0.167 2.447 -2.660
C 9.79656 2.58468 -9.16264 -0.790 -1.203 1.169
C 0.08861 0.35548 -7.27647 -0.070 0.141 -0.659
C 8.23419 2.50666 -4.04809 0.106 -2.206 -0.233
C 7.33147 1.82020 -2.98590 0.059 2.318 -0.817
C -11.43078 -4.67338 9.14425 -0.416 0.404 0.395
C 3.80270 7.02661 3.33881 0.251 -1.566 1.193
C 8.46487 3.07113 -6.40589 -0.183 -1.963 -0.111
C -4.83843 -6.45624 4.39839 0.538 0.735 0.035
C 9.91148 2.44211 -6.71322 -2.159 1.606 -0.546
C -0.79294 5.50571 -3.92112 -1.418 0.701 -1.377
C -4.79922 -4.52603 2.96068 -0.402 -0.254 0.296
C 2.91305 7.23709 4.62250 2.577 2.145 -0.078
C -0.34580 5.90730 4.34479 -1.899 -1.161 -0.834
C 4.24680 -2.66453 -12.50160 -0.001 -0.234 -0.079
C 4.97214 -0.79802 -11.14262 0.136 -0.741 0.306
C 1.07985 6.03287 -2.55108 -0.733 -0.082 -0.126
C -6.30315 1.52081 4.77985 -0.720 -0.761 0.557
H -9.11578 -2.57910 9.21644 0.069 0.154 0.020
H 1.76186 -3.81317 0.28496 0.896 -0.365 -1.291
H 0.93950 7.78979 5.03472 0.418 0.180 0.180
H -8.15463 -1.50639 6.81587 0.042 -0.448 0.091
H -5.70734 4.77713 -3.27312 0.658 -1.047 -0.206
H -0.54535 4.94675 3.86980 -0.978 -0.205 0.016
H -12.45948 -4.73303 9.49966 0.030 0.111 0.146
H 3.47816 6.27609 2.61804 -0.985 0.084 -0.209
H 2.12646 -6.54465 6.37886 0.298 -0.312 0.155
H -3.39070 -9.45772 6.67840 -0.928 0.361 -0.543
H 5.23753 9.28142 1.44788 -0.786 -0.054 -0.587
H -10.42576 -2.55241 6.49003 0.381 -0.187 -0.512
H -5.08767 -8.16850 5.65838 0.432 0.007 0.031
H 2.76833 -0.80032 -10.46982 0.170 0.215 -0.739
H -5.69215 5.73662 -1.29963 0.185 -0.060 -0.370
H 5.21859 7.52577 1.15424 0.382 -0.078 0.079
H 4.59599 -2.77770 -13.52792 0.346 -0.085 -0.100
H 4.94603 -0.00857 -11.89374 -0.525 -0.077 -0.464
H 1.45276 5.18845 5.14381 0.338 0.170 0.559
H -3.52442 -3.10903 -1.30326 0.107 0.366 0.178
H 2.15966 6.18150 -2.55243 -0.042 -0.581 -0.307
H -10.26021 0.48344 6.69672 0.080 0.026 0.538
H 9.56869 1.52729 -9.02814 0.161 -0.502 -0.670
H 2.61704 0.08291 -7.04516 0.285 0.229 -0.535
H 2.35157 -5.18297 7.48592 -1.018 -0.135 0.356
H 4.07229 -3.65071 -12.07137 -0.534 -0.058 -0.283
H -0.15257 0.09894 -6.24492 -0.041 -0.583 -0.025
H -0.30027 6.43164 1.80719 -0.089 -0.184 0.114
H 0.74014 5.38373 -1.74403 0.325 -0.211 0.172
H 1.19500 -3.53160 2.20008 -0.778 -0.469 0.509
H -2.45853 -11.64671 5.28792 -0.562 0.314 0.017
H 3.94006 0.24069 -9.59803 -0.567 1.266 -1.379
H 6.69811 -4.82844 0.43407 -0.162 0.830 -0.711
H 2.81148 -2.70868 1.04065 0.435 0.280 0.288
H -7.78036 1.29033 6.89627 0.296 0.606 0.077
H -2.09526 6.64541 1.99370 0.130 -0.616 -0.380
H -0.81655 0.56748 -7.84555 -0.096 -0.524 0.054
H 8.49322 4.10964 -6.07604 0.559 0.261 -0.302
H 10.48948 2.76811 -5.84850 0.792 0.138 -0.609
H -1.79643 -9.50574 4.19151 -0.782 -0.647 -0.256
H 7.74138 1.94541 -1.98370 0.503 -0.590 -0.070
H 4.11190 -4.35407 -0.35415 -0.014 0.159 -0.519
H -1.09476 7.99924 1.83716 0.476 0.390 0.651
H 0.55060 1.33999 -7.20293 0.730 -0.006 -0.198
H -1.22986 -12.14630 6.34986 0.630 0.585 0.038
H -1.30540 4.67419 -3.43733 0.526 -0.184 0.516
H 4.19241 1.84805 -2.03616 0.804 0.468 0.981
H -5.58607 -6.04258 5.07516 -0.315 0.522 -0.223
H 4.61779 -1.00361 -8.46531 0.528 -0.735 0.588
H 6.75300 2.53317 -5.45901 -0.170 0.155 0.061
H -3.74233 -4.26604 3.01994 0.043 0.158 -0.256
H -9.62896 -0.34806 5.35365 -0.397 -0.679 -0.384
H 2.17686 -2.39490 -8.76666 -0.372 -0.539 0.591
H 7.78913 2.97347 -7.25556 0.509 0.365 -0.527
H -2.30797 -8.12400 6.69790 0.729 -0.194 -0.070
H 5.30341 0.56129 -2.55311 0.001 0.099 -0.091
H -6.65793 2.37630 4.20509 0.051 -0.342 -0.724
H -0.93929 5.35751 -4.99105 -0.173 -0.256 -0.147
H -0.78143 5.90585 5.34395 0.214 -0.048 0.103
H 3.27736 8.21087 4.94978 -0.158 0.436 -0.088
H 3.47481 -2.61092 -7.50539 -1.131 -0.187 0.851
H 7.28644 0.79763 -3.36061 -0.482 -0.160 0.476
H -1.16635 7.65953 -4.14122 0.139 0.004 -0.105
H -3.84924 -8.41909 3.01179 0.895 -0.236 -0.037
H -11.44462 -5.07142 8.12962 0.228 0.278 -0.269
H 8.80704 3.01766 -9.30916 0.064 0.599 -0.158
H -3.75635 -4.55818 -1.67483 -0.007 -0.207 0.073
H -6.65499 7.23945 -1.57528 -0.164 -0.324 0.270
H 1.83215 -1.33223 -6.41916 0.221 0.097 0.635
H -5.97811 2.00208 5.70225 0.184 -0.407 0.426
H 9.91465 1.35212 -6.71075 -0.391 -0.136 -0.185
H -3.32342 4.54600 -4.17481 -0.074 -0.051 -0.329
H -11.01177 -1.60476 7.75122 0.326 0.863 0.058
H 0.90517 -5.37156 6.28396 -0.059 0.867 0.162
H 5.90057 -0.57522 -10.61681 -0.049 -0.060 0.390
H 8.62124 3.50764 -3.85743 -0.407 0.277 0.216
H -5.51675 5.55993 -4.80721 0.789 -0.332 -0.409
H 0.67577 7.01849 -2.32003 -0.248 0.194 -0.269
H -3.33828 5.14890 -2.61087 -0.169 0.528 0.558
H 9.06449 1.80203 -4.09489 0.834 0.390 0.732
H -9.20726 -3.91589 8.13702 -0.678 -0.653 0.127
H -8.89069 1.94140 5.64401 0.306 0.214 -0.452
H -5.84777 -8.26587 4.10963 -0.116 -0.328 -0.060
H 3.70387 -5.61752 0.70191 -0.215 -0.331 0.537
H 2.27466 -3.26796 3.87444 0.127 -0.086 0.535
H 6.82446 -4.72509 2.10314 -0.564 -0.480 0.524
H 6.25042 8.47428 2.34870 -0.029 -1.271 1.237
H -5.32393 -4.01590 3.76848 -0.031 0.009 0.281
H 1.99942 -5.94660 4.16454 -0.914 0.242 0.436
H 4.74151 6.54880 3.61889 0.410 0.209 0.699
H -5.29683 -4.19617 2.04872 0.469 -0.005 -0.153
H 3.18893 6.64323 5.49389 0.396 -0.936 -0.240
H 10.45591 2.75782 -10.01317 -0.007 0.087 0.280
H -2.68411 -11.74993 7.09654 -0.615 0.533 -0.063
H -10.82200 -5.33607 9.75934 0.179 -0.003 0.088
H -3.86946 -6.18073 4.81470 0.305 0.541 -0.142
H -3.65283 7.35185 -3.91493 0.583 0.817 0.071
H -5.49757 0.91608 4.36340 -0.042 0.584 -0.343
H 3.61263 -5.99080 4.28177 0.957 0.522 -0.712
H -2.14530 -7.87970 4.46876 1.132 0.364 0.331
H 1.55757 5.52714 3.42778 -0.132 -0.498 -0.061
H -1.61964 7.03002 -2.57579 -0.095 -0.021 0.377
H 3.33589 -2.07396 -12.59940 -0.190 -0.009 0.462
H 3.74899 -3.87444 3.19979 -0.289 0.499 -0.859
H 5.85257 -6.02488 1.15150 -0.200 -0.388 1.099
H 4.32493 1.64660 -3.62150 0.425 -0.524 -0.723
H -4.94405 7.40452 -1.58751 0.330 -0.497 0.868
```
Forces are in eV/Å.